DFT (wB97M-V/def2-TZVPD) results for C22H26N2O2S in the gas phase.

```
! wB97M-V def2-TZVPD RIJCOSX def2/J DEFGRID3
* xyz 0 1
H 3.41 -3.37 -0.12
C -5.77 -0.98 0.03
O 1.44 -2.93 -1.41
C 3.19 -2.88 0.83
C -7.12 0.96 0.42
O 0.66 0.02 1.93
H -5.69 -2.02 -0.26
H -0.60 -1.72 0.78
H -3.35 -1.99 0.53
H 1.19 -0.12 -2.17
H -2.58 -0.44 0.99
C -7.01 -0.37 0.06
H 4.55 -1.22 -0.99
H 4.93 1.21 -0.65
C 1.81 2.79 1.01
C -4.74 1.07 0.72
C 1.24 1.74 0.31
H -0.40 0.67 -2.11
H -7.89 -0.94 -0.20
H 2.62 4.72 -1.65
C 0.69 0.46 0.80
H -6.06 2.72 1.03
H 1.86 2.76 2.09
H 3.80 -1.17 1.97
H 3.30 -3.61 1.64
C -3.28 -0.92 0.31
C 4.13 -0.72 -0.11
C -1.21 -1.95 -1.28
C 1.16 1.75 -1.09
H -8.09 1.44 0.44
H -3.85 1.63 0.97
H -0.75 -1.96 -2.27
N 1.81 -2.45 0.77
H 2.75 4.69 0.80
H 3.11 -0.44 -0.35
C -4.62 -0.27 0.36
H 5.96 0.29 0.44
C -5.98 1.68 0.75
H 4.50 1.06 1.05
C 1.10 -2.42 -0.37
C 2.30 3.86 0.28
H 1.49 -1.88 1.55
H 5.13 -2.07 1.25
C 0.52 0.48 -1.55
C 4.12 -1.70 1.07
H -1.61 -2.94 -1.07
C 2.22 3.87 -1.11
C -0.19 -1.58 -0.22
S -2.60 -0.77 -1.39
H 1.60 2.83 -2.88
N 0.23 -0.19 -0.30
C 1.65 2.82 -1.80
C 4.93 0.54 0.20
*
```

Output
- lowest unoccupied orbital energy (eV) = 0.6
- ΔE to the lowest compared entry with this formula, charge and spin (kcal per mole) = 1.0
- calculated total energy (Ha) = -1512.1772
- HOMO-LUMO gap (eV) = 9.29
- HOMO level (eV) = -8.7269
- SMILES string = CCCCNC(=O)[C@H](CSCc1ccccc1)N1Cc2ccccc2C1=O

Atom charges from the natural (NBO) analysis, given in e for atoms 1 to 8: 0.226 -0.144 -0.636 -0.224 -0.213 -0.655 0.202 0.240



DFT (wB97M-V/def2-TZVPD) results for C4H6O2 in the gas phase at a distorted geometry.

```
! wB97M-V def2-TZVPD RIJCOSX def2/J DEFGRID3
* xyz 0 1
C 0.11 0.34 -0.24
H -0.11 0.60 1.96
C -0.41 1.07 1.03
H -0.48 -1.16 -1.71
H 1.88 -0.93 -0.52
H -1.67 -0.09 -0.92
C 1.42 -0.28 0.27
H -0.98 -1.71 -0.20
O -1.14 2.02 0.84
C -0.77 -0.77 -0.79
H 0.24 0.99 -1.07
O 1.91 -0.09 1.34
*
```

Output
- lowest unoccupied orbital energy (eV) = 0.7
- ΔE to the lowest compared entry with this formula, charge and spin (kcal per mole) = 42.9
- calculated total energy (Ha) = -306.4380
- HOMO-LUMO gap (eV) = 10.19
- HOMO level (eV) = -9.4553
- SMILES string = CC(C=O)C=O

Atom charges from the natural (NBO) analysis, given in e for atoms 1 to 8: -0.437 0.149 0.444 0.219 0.096 0.236 0.464 0.220



DFT (wB97M-V/def2-TZVPD) results for 3 unconnected molecules or ions with the total composition C3H12O2S2 at a distorted geometry.

```
! wB97M-V def2-TZVPD RIJCOSX def2/J DEFGRID3
* xyz 0 1
O 2.12 1.52 4.15
H 2.74 1.27 0.51
H 0.69 0.98 -3.90
H 2.23 0.18 1.65
H 1.70 1.72 3.29
C 2.23 0.28 0.59
H 0.95 0.11 -1.05
H 0.52 -2.10 0.29
H -0.76 -0.22 -2.22
H 2.86 -0.53 0.04
H 0.32 1.12 0.20
H 0.31 -1.11 1.76
C 0.17 -1.02 0.66
S -1.72 -0.93 -1.59
C 0.84 0.20 0.03
H 1.45 0.99 4.58
O 0.44 1.64 -3.25
H -0.31 2.16 -3.60
S -1.64 -0.75 0.41
*
```

Output
- lowest unoccupied orbital energy (eV) = 0.3
- ΔE to the lowest compared entry with this formula, charge and spin (kcal per mole) = 33.1
- calculated total energy (Ha) = -1068.3114
- HOMO-LUMO gap (eV) = 8.62
- HOMO level (eV) = -8.3524
- SMILES string = CCCSS.O.O

Atom charges from the natural (NBO) analysis, given in e for atoms 1 to 8: -0.930 0.216 0.476 0.199 0.465 -0.607 0.217 0.235



DFT (wB97M-V/def2-TZVPD) results for 2 unconnected molecules or ions with the total composition C13H23N2O9S2 at a distorted geometry.

```
! wB97M-V def2-TZVPD RIJCOSX def2/J DEFGRID3
* xyz -1 1
H 2.29 0.47 4.21
C -0.18 -0.50 2.89
H -0.39 -1.34 0.26
H -1.52 -3.07 -4.72
C 2.21 0.59 0.69
H 1.72 -0.69 -1.84
O 3.78 0.87 -2.62
C -0.86 -1.52 -0.73
H -1.01 -3.46 -0.45
C 2.27 -0.57 3.79
H 1.92 -1.32 4.54
O -0.71 -2.89 -1.18
H -3.48 1.98 2.32
H -0.42 -1.55 3.23
H -0.83 -0.31 2.01
O 2.81 2.88 1.65
H -2.74 2.00 0.66
C -1.54 3.00 2.19
H 3.30 -0.78 3.43
S -0.19 3.17 0.97
O 3.33 0.12 -0.19
H -1.67 4.02 2.65
H -2.32 -4.67 -4.73
H -1.25 2.34 3.04
C 0.98 0.13 -1.71
H -1.97 -1.37 -0.58
O -3.45 -2.04 -3.34
O 2.05 2.14 -1.06
C 1.22 1.07 -0.46
H -0.60 2.04 -1.09
H -1.26 0.18 -2.08
H -3.52 3.53 1.32
C 3.04 1.65 1.56
C 1.35 -0.55 2.52
C -0.43 -0.54 -1.87
S 3.52 1.37 -1.26
H -0.37 -1.16 -2.80
O 4.05 1.17 2.11
H -3.08 -3.29 -5.58
H -0.37 0.15 3.77
C -0.16 1.69 -0.12
O -3.50 -4.11 -2.73
N 1.79 -0.65 1.32
H 1.11 0.78 -2.61
N -3.20 -3.21 -3.49
O 4.64 2.26 -1.02
C -2.47 -3.59 -4.73
H -0.91 0.98 0.30
C -2.94 2.62 1.57
*
```

Output
- lowest unoccupied orbital energy (eV) = 1.9
- ΔE to the lowest compared entry with this formula, charge and spin (kcal per mole) = 53.7
- calculated total energy (Ha) = -2091.9795
- HOMO-LUMO gap (eV) = 6.26
- HOMO level (eV) = -4.3200

Atom charges from the natural (NBO) analysis, given in e for atoms 1 to 8: 0.261 -0.728 0.195 0.245 0.278 0.254 -0.937 -0.089



DFT (wB97M-V/def2-TZVPD) results for a molecular structure, C46H55BBrHfIN9O2S3 at a distorted geometry.

```
! wB97M-V def2-TZVPD RIJCOSX def2/J DEFGRID3
* xyz 3 1
C -0.50 -5.17 2.34
H 2.65 -3.10 -2.72
C -2.51 5.00 -0.77
C -4.65 -1.01 3.40
H -4.72 -0.25 -0.46
S -0.64 -1.22 -0.67
H 2.78 -0.28 -4.88
H 4.85 0.33 3.49
H -2.51 2.21 3.80
C 2.79 3.14 0.66
H 2.88 -3.77 0.60
C -1.34 0.35 -0.36
C 2.84 -5.37 -0.82
H 5.10 4.62 -0.11
H -0.34 3.11 -3.87
H 1.27 3.79 -4.52
C -0.85 -7.53 2.00
N 1.48 0.56 -1.53
N -3.98 0.13 3.50
H -1.28 1.10 4.24
C -2.71 0.14 3.21
H -1.56 -8.33 1.76
H -1.29 1.56 2.57
H 2.65 1.96 -6.06
C 3.01 3.87 -1.71
H -1.75 4.11 2.48
H 3.31 4.69 -2.39
C 3.63 2.81 1.76
H -3.54 -0.96 -1.55
H 2.08 3.50 -2.10
C -3.70 -0.57 -0.51
H -2.77 -4.42 2.78
H 5.19 2.11 3.70
C -1.68 4.79 1.65
C 3.50 1.67 2.49
C -0.59 0.95 -5.32
H -1.32 0.97 -4.51
C 4.17 5.13 0.10
N 1.79 2.29 0.39
H -4.15 5.35 1.42
H 3.87 -5.69 -0.76
H -3.54 -1.37 0.23
H 4.42 3.49 2.09
H -1.99 5.72 2.05
H 1.28 2.18 -7.04
C 2.46 0.72 2.10
H -4.22 3.65 1.80
H -0.14 3.57 -5.44
C 0.65 -5.77 -1.67
N -0.88 -3.80 2.21
H -5.60 -4.82 1.71
C -5.07 -3.43 2.96
C 2.28 -4.42 -0.02
C -2.13 -3.56 2.48
H -2.96 5.98 -0.67
H -1.43 5.26 -0.99
N -0.94 2.65 0.00
C 0.76 1.65 -5.01
H 0.57 -8.85 2.96
C -2.81 -2.26 2.68
N 1.68 1.14 1.09
N -0.54 1.40 -0.25
C 0.76 -5.47 2.97
H 1.67 6.03 -0.80
C 2.33 -0.16 -3.92
H 1.76 0.52 -6.53
C 4.42 1.31 3.60
C 1.12 -6.76 3.21
C 2.21 -0.52 -1.61
C -2.60 4.27 0.55
I 1.99 -3.96 3.68
H 3.89 1.22 4.52
H 3.39 -2.42 -4.12
H -2.24 -6.02 1.39
C 1.68 1.59 -6.22
C -2.20 2.84 0.21
C 2.68 -0.95 -2.85
C 0.41 3.11 -4.66
C 0.33 -7.82 2.71
Hf 0.59 -2.16 1.45
C -1.32 -6.18 1.91
C 1.98 -6.07 -1.65
H 4.24 -2.46 -2.48
C 3.33 -2.28 -3.06
S 2.20 -0.72 2.94
H 4.09 6.08 -0.48
H -0.36 -0.02 -5.68
C 1.38 0.92 -3.81
H 1.92 -6.96 3.88
C 0.12 -4.81 -0.78
H -4.78 4.27 0.19
Br -1.75 -4.49 -0.83
H -0.58 4.85 1.31
H 3.74 3.08 -1.87
S 2.68 -1.28 -0.12
B 0.95 1.18 -0.26
H 4.14 5.49 1.15
H -1.09 1.48 -6.15
H -2.98 4.54 -1.68
C -2.10 -1.06 2.79
C 2.92 4.32 -0.27
C -2.77 0.55 -0.24
C -3.14 1.78 0.09
C 1.64 5.15 -0.11
H 0.87 4.48 -0.42
H -6.10 -3.08 3.24
N 0.95 -4.02 -0.05
O -4.99 -4.07 1.72
N 0.99 1.25 -2.58
H 2.33 -6.84 -2.33
O -0.73 -1.09 2.50
C -4.04 4.36 1.03
H -4.17 2.01 0.11
H -5.76 -0.93 3.59
C -4.12 -2.24 3.01
H 1.60 5.48 0.98
H -0.06 -6.28 -2.33
C -1.92 1.38 3.44
H -4.75 -4.07 3.75
*
```

Output
- lowest unoccupied orbital energy (eV) = -8.2
- ΔE to the lowest compared entry with this formula, charge and spin (kcal per mole) = 39.8
- calculated total energy (Ha) = -6567.6072
- HOMO-LUMO gap (eV) = 7.27
- HOMO level (eV) = -15.4885

Atom charges from the Mulliken analysis, given in e for atoms 1 to 8: 0.013 0.028 -1.510 -1.432 0.499 -0.242 0.728 0.440



DFT (wB97M-V/def2-TZVPD) results for a molecular structure, C26H21FMnN2O4 at a distorted geometry.

```
! wB97M-V def2-TZVPD RIJCOSX def2/J DEFGRID3
* xyz 0 4
C 12.26 6.85 6.97
C 14.78 7.08 8.26
H 11.48 7.88 8.65
C 20.02 7.63 4.65
Mn 13.44 6.16 4.29
C 18.32 11.27 6.09
H 17.43 11.73 5.64
C 9.88 6.43 7.58
C 19.51 5.32 4.10
H 19.34 10.91 4.22
C 20.41 6.32 4.36
C 16.32 7.11 4.14
C 9.16 6.10 4.90
H 11.59 7.84 4.28
C 16.88 9.44 4.43
C 17.71 6.84 4.36
O 14.25 10.17 4.01
C 12.40 7.44 8.27
H 18.05 10.75 7.01
H 21.47 6.10 4.30
C 10.47 6.48 5.22
H 17.44 4.74 3.95
C 19.07 10.34 5.12
N 11.44 6.80 4.24
C 18.16 5.52 4.14
O 13.23 4.64 3.82
C 18.62 7.89 4.64
H 13.62 8.20 9.79
C 10.89 6.57 6.56
H 21.00 10.59 6.04
C 8.22 6.01 5.92
H 8.92 5.89 3.85
H 20.08 9.24 6.70
H 16.50 10.46 4.47
H 15.55 6.36 6.47
C 15.93 8.45 4.11
H 21.29 9.16 3.90
C 13.61 7.59 8.89
C 20.98 8.76 4.86
C 14.49 9.00 3.97
F 20.07 4.18 3.70
C 8.57 6.24 7.26
H 11.05 6.49 3.43
C 20.33 9.77 5.78
C 14.67 6.72 6.93
O 15.52 6.10 3.94
H 7.86 6.16 8.03
H 18.92 12.17 6.32
C 13.43 6.69 6.23
H 15.77 7.05 8.72
H 10.21 6.43 8.63
O 13.54 8.11 3.94
N 18.16 9.19 4.71
H 7.22 5.66 5.72
H 21.91 8.43 5.30
*
```

Output
- <S²> = 3.8539
- lowest unoccupied orbital energy (alpha / beta) (eV) = -0.4 / -0.4
- calculated total energy (Ha) = -2664.7112
- HOMO-LUMO gap (alpha / beta) (eV) = 7.67 / 7.69
- HOMO level (alpha / beta) (eV) = -8.0590 / -8.0787

Atom charges from the natural (NBO) analysis, given in e for atoms 1 to 8: -0.016 -0.214 0.212 0.001 1.410 -0.625 0.226 -0.169



DFT (wB97M-V/def2-TZVPD) results for a molecular structure, C28H22BrN8O3Zr.

```
! wB97M-V def2-TZVPD RIJCOSX def2/J DEFGRID3
* xyz 1 1
Br -0.06 -6.38 0.20
H -5.95 0.49 -1.32
H -2.26 0.06 -6.40
H -0.58 0.17 -6.89
C 3.61 -0.93 1.63
H 2.30 1.15 -2.15
N -2.22 0.46 -0.42
H -1.97 -1.95 1.32
H 1.60 -4.34 -1.13
N -1.92 0.39 -3.98
C -3.14 0.44 0.54
N -0.23 0.66 -2.35
H -2.25 4.33 -0.20
C -4.50 0.46 0.26
C -4.90 0.49 -1.06
H 1.54 -1.92 -1.19
C 0.82 -3.81 -0.60
N -1.29 0.19 -6.17
H 6.17 -2.39 -0.04
H 2.61 0.93 -3.83
H -2.79 0.42 1.56
C -1.73 3.32 3.49
C -1.53 0.52 -2.75
H -4.19 0.53 -3.11
C 5.05 -2.15 3.16
H 3.31 -1.07 3.75
C -0.92 0.37 -4.91
N 0.37 0.55 -4.65
H -3.26 4.75 3.96
C 0.76 -2.42 -0.63
H 6.73 -3.14 2.25
C 0.67 0.70 -3.37
C 4.43 -1.32 0.57
C 2.40 -0.13 1.46
H 5.29 -2.47 4.16
C -1.00 2.68 2.48
C -3.93 0.51 -2.06
C -1.18 -2.45 0.77
C -0.24 -1.70 0.05
Zr 0.11 0.54 -0.08
C -2.60 0.50 -1.70
C -2.87 4.63 1.84
N 1.96 0.87 -3.06
O 4.22 -0.96 -0.72
H 0.46 1.78 3.86
H -1.87 -4.39 1.38
O 2.13 0.34 0.21
C -1.14 -3.83 0.82
C 3.95 -1.37 2.93
H 3.44 -0.39 -0.74
H -1.55 3.05 4.53
H -3.60 5.39 1.59
C 0.02 1.73 2.87
N 0.50 0.86 2.05
O -0.48 2.47 0.18
C 5.55 -2.12 0.80
C -1.20 3.06 1.14
N 1.62 0.11 2.46
C -2.13 4.04 0.83
C -0.13 -4.50 0.13
C 5.86 -2.52 2.08
C -2.68 4.27 3.18
H -5.21 0.44 1.07
*
```

Output
- lowest unoccupied orbital energy (eV) = -3.7
- ΔE to the lowest compared entry with this formula, charge and spin (kcal per mole) = 20.7
- calculated total energy (Ha) = -4365.0504
- HOMO-LUMO gap (eV) = 6.97
- HOMO level (eV) = -10.6549

Atom charges from the natural (NBO) analysis, given in e for atoms 1 to 8: 0.089 0.241 0.422 0.424 -0.186 0.412 -0.513 0.195